*one*
Here is one molecule with the formula C5H7NS from the OMol25 dataset. Energies are from the ωB97M-V functional and the def2-TZVPD basis.

Summary:
- Highest occupied orbital energy: -8.247 eV
- SMILES: S=CN1CC=CC1

```
! wB97M-V def2-TZVPD RIJCOSX def2/J DEFGRID3
* xyz 0 1
S -3.21 -0.27 0.00
C -1.85 0.64 -0.01
N -0.60 0.20 0.04
C -0.25 -1.21 0.05
C 1.28 -1.06 -0.01
C 1.71 0.19 0.03
C 0.51 1.13 0.02
H -1.88 1.71 0.00
H -0.64 -1.82 -0.77
H -0.63 -1.62 0.99
H 1.90 -1.92 -0.19
H 2.73 0.48 -0.08
H 0.47 1.84 0.84
H 0.45 1.70 -0.92
*
```

=====

*two*
Here is C5H7NS as an isolated structure from the OMol25 dataset. Energies are from the ωB97M-V functional and the def2-TZVPD basis.

Summary:
- Highest occupied orbital energy: -8.325 eV

```
! wB97M-V def2-TZVPD RIJCOSX def2/J DEFGRID3
* xyz 0 1
C 0.71 -0.38 -1.21
C -0.79 -0.12 -1.00
C 0.98 0.77 -0.19
C 0.35 0.13 1.08
C -0.88 -0.48 0.53
H 1.09 -0.16 -2.20
H 1.06 -1.36 -0.85
H -1.62 -0.48 -1.60
H 1.96 1.26 -0.05
H 0.99 -0.35 1.84
H -1.14 0.23 2.37
H -1.31 -1.45 0.82
N -0.98 0.67 1.47
S -0.40 1.71 -1.02
*
```

=====

*three*
Here is one molecule with the formula C5H7NS from the OMol25 dataset. Energies are from the ωB97M-V functional and the def2-TZVPD basis.

Summary:
- Highest occupied orbital energy (spin up / spin down): -7.413 / -8.408 eV

```
! wB97M-V def2-TZVPD RIJCOSX def2/J DEFGRID3
* xyz 0 1
C -0.53 1.35 0.07
C -0.99 0.18 -0.65
C -0.80 -1.29 0.05
C 0.48 -1.38 0.73
C 1.83 0.93 -0.01
N 0.74 1.58 0.30
S 1.80 -0.81 -0.27
H -1.07 2.15 0.59
H -1.96 0.42 -1.18
H -0.27 0.08 -1.42
H -1.63 -1.52 0.73
H -0.91 -2.07 -0.59
H 0.41 -0.86 1.68
H 2.92 1.25 -0.03
*
```

=====

Least stable = *three*

=====

*one*
Here is C30H23Cl5F3NO5PtSTe as an isolated structure from the OMol25 dataset. Energies are from the ωB97M-V functional and the def2-TZVPD basis.

Summary:
- Highest occupied orbital energy (spin up / spin down): -11.595 / -11.571 eV

```
! wB97M-V def2-TZVPD RIJCOSX def2/J DEFGRID3
* xyz 1 2
Pt 1.94 -1.53 -0.29
Cl 8.48 -0.08 2.12
C 7.07 -0.80 1.52
C 5.98 0.04 1.14
Cl 6.10 1.73 1.28
C 4.85 -0.54 0.65
Cl 3.50 0.41 0.16
C 4.72 -1.97 0.51
O 3.69 -2.51 0.07
C 5.85 -2.79 0.90
Cl 5.68 -4.46 0.74
C 6.99 -2.20 1.40
Cl 8.32 -3.16 1.87
F -0.57 -4.60 2.42
C 0.67 -4.11 2.39
F 1.19 -4.37 1.18
F 1.41 -4.74 3.30
S 0.67 -2.29 2.70
O 0.48 -2.13 4.11
O -0.42 -1.82 1.85
O 1.97 -1.87 2.18
C -4.05 4.78 -3.05
C -3.36 3.65 -2.34
C -3.62 3.37 -1.01
C -2.99 2.33 -0.34
C -3.33 2.18 1.13
C -2.05 1.54 -1.03
Te -1.23 0.06 0.25
N 0.10 -0.92 -0.91
C -0.21 -2.18 -1.29
O 0.82 -2.92 -1.31
C -1.53 -2.71 -1.63
C -1.76 -4.08 -1.42
C -3.01 -4.61 -1.68
C -4.03 -3.79 -2.15
C -3.80 -2.43 -2.37
C -2.55 -1.90 -2.11
C 0.17 1.43 1.00
C 0.91 2.13 0.05
C 1.78 3.13 0.46
C 1.87 3.44 1.82
C 1.10 2.76 2.74
C 0.22 1.74 2.36
C -0.60 1.07 3.43
C -1.74 1.83 -2.37
C -0.71 1.12 -3.22
C -2.42 2.87 -2.99
H -4.79 5.26 -2.41
H -4.56 4.42 -3.94
H -3.33 5.54 -3.37
H -4.35 3.97 -0.47
H -4.39 2.38 1.28
H -2.77 2.89 1.73
H -3.16 1.18 1.55
H -0.96 -4.69 -1.04
H -3.19 -5.66 -1.51
H -5.01 -4.20 -2.35
H -4.59 -1.80 -2.76
H -2.37 -0.85 -2.34
H 0.82 1.90 -1.00
H 2.37 3.67 -0.27
H 2.53 4.23 2.14
H 1.16 3.03 3.79
H -1.06 1.81 4.08
H 0.03 0.43 4.04
H -1.39 0.43 3.04
H -0.07 0.45 -2.66
H -0.08 1.86 -3.72
H -1.20 0.54 -4.00
H -2.18 3.09 -4.03
*
```

=====

*two*
Here is C30H23Cl5F3NO5PtSTe as an isolated structure from the OMol25 dataset. Energies are from the ωB97M-V functional and the def2-TZVPD basis.

Summary:
- Highest occupied orbital energy (spin up / spin down): -11.162 / -11.167 eV

```
! wB97M-V def2-TZVPD RIJCOSX def2/J DEFGRID3
* xyz 1 2
Pt -2.31 -1.84 0.49
Cl -7.94 -0.37 -3.98
C -6.50 -0.31 -3.09
C -5.97 -1.50 -2.55
Cl -6.76 -3.00 -2.81
C -4.81 -1.45 -1.82
Cl -4.15 -2.88 -1.13
C -4.13 -0.22 -1.56
O -3.04 -0.16 -0.91
C -4.71 0.97 -2.09
Cl -3.91 2.45 -1.76
C -5.85 0.92 -2.86
Cl -6.49 2.35 -3.55
F -5.12 0.49 3.16
C -5.06 -0.70 2.58
F -5.13 -0.52 1.25
F -6.07 -1.46 2.95
S -3.48 -1.52 3.04
O -3.58 -1.80 4.42
O -2.42 -0.58 2.59
O -3.44 -2.71 2.10
C 4.27 5.95 0.91
C 3.45 4.69 0.82
C 3.05 4.01 1.97
C 2.29 2.85 1.93
C 1.90 2.18 3.24
C 1.94 2.38 0.66
Te 0.58 0.71 0.53
N -0.71 -1.09 -0.26
C 0.18 -1.27 -1.17
O 1.13 -0.28 -1.20
C 0.23 -2.37 -2.13
C -0.29 -3.61 -1.80
C -0.25 -4.65 -2.73
C 0.31 -4.43 -3.98
C 0.84 -3.19 -4.31
C 0.80 -2.16 -3.39
C 1.76 -0.59 1.68
C 1.11 -1.33 2.66
C 1.79 -2.27 3.40
C 3.15 -2.46 3.16
C 3.80 -1.71 2.19
C 3.13 -0.77 1.41
C 3.93 -0.03 0.34
C 2.32 3.02 -0.52
C 1.97 2.50 -1.90
C 3.09 4.17 -0.42
H 4.22 6.38 1.91
H 3.92 6.70 0.19
H 5.32 5.75 0.68
H 3.32 4.41 2.95
H 1.98 2.89 4.06
H 2.55 1.33 3.45
H 0.87 1.81 3.23
H -0.70 -3.79 -0.82
H -0.65 -5.62 -2.47
H 0.34 -5.24 -4.71
H 1.29 -3.03 -5.28
H 1.21 -1.18 -3.63
H 0.06 -1.15 2.87
H 1.28 -2.85 4.16
H 3.70 -3.20 3.73
H 4.86 -1.86 2.03
H 4.74 -0.67 -0.02
H 4.37 0.88 0.74
H 3.33 0.23 -0.52
H 1.18 1.74 -1.88
H 2.84 2.03 -2.37
H 1.64 3.30 -2.55
H 3.41 4.68 -1.33
*
```

=====

Least stable = *two*

=====

*one*
Here is one molecule with the formula C24H36N2O4 from the OMol25 dataset. Energies are from the ωB97M-V functional and the def2-TZVPD basis.

Summary:
- Highest occupied orbital energy: -8.495 eV
- SMILES: COc1ccc(C(=O)N(C)CCCC2CCCC2)cc1OC1CCN(C(C)=O)CC1

```
! wB97M-V def2-TZVPD RIJCOSX def2/J DEFGRID3
* xyz 0 1
C -1.67 -3.03 3.06
O -1.89 -2.30 1.88
C -1.24 -1.11 1.71
C -0.32 -0.60 2.62
C 0.34 0.59 2.39
C 0.11 1.30 1.23
C 0.78 2.63 1.00
O 0.40 3.63 1.58
N 1.80 2.63 0.12
C 2.51 3.87 -0.13
C 2.34 1.44 -0.49
C 3.41 0.78 0.39
C 3.97 -0.51 -0.23
C 4.90 -0.28 -1.43
C 6.28 0.24 -1.01
C 7.07 -1.01 -0.61
C 6.36 -2.21 -1.26
C 5.25 -1.60 -2.12
C -0.82 0.82 0.33
C -1.51 -0.37 0.54
O -2.37 -0.73 -0.46
C -3.59 -1.40 -0.17
C -4.32 -1.55 -1.51
C -4.76 -0.18 -2.03
N -5.57 0.50 -1.05
C -6.90 0.67 -1.27
C -7.70 1.32 -0.17
O -7.41 0.33 -2.32
C -4.87 0.73 0.19
C -4.45 -0.60 0.81
H -2.31 -3.91 2.98
H -1.96 -2.46 3.95
H -0.63 -3.35 3.15
H -0.10 -1.15 3.53
H 1.04 0.96 3.13
H 2.01 4.65 0.43
H 3.55 3.79 0.18
H 2.48 4.11 -1.20
H 1.54 0.72 -0.67
H 2.77 1.72 -1.46
H 2.96 0.54 1.35
H 4.22 1.49 0.57
H 3.13 -1.13 -0.54
H 4.52 -1.05 0.54
H 4.41 0.41 -2.13
H 6.75 0.72 -1.87
H 6.23 0.97 -0.20
H 7.09 -1.12 0.48
H 8.11 -0.93 -0.94
H 7.04 -2.80 -1.87
H 5.93 -2.86 -0.51
H 5.63 -1.38 -3.12
H 4.39 -2.26 -2.22
H -1.05 1.37 -0.58
H -3.38 -2.39 0.25
H -3.65 -2.02 -2.23
H -5.19 -2.18 -1.36
H -5.36 -0.29 -2.94
H -3.88 0.43 -2.25
H -7.69 0.71 0.73
H -8.73 1.41 -0.51
H -7.32 2.31 0.06
H -5.48 1.30 0.89
H -3.97 1.32 -0.03
H -3.90 -0.42 1.74
H -5.34 -1.19 1.05
*
```

=====

*two*
Here is one molecule with the formula C24H36N2O4 from the OMol25 dataset. Energies are from the ωB97M-V functional and the def2-TZVPD basis.

Summary:
- Highest occupied orbital energy: -8.705 eV
- SMILES: COCCC(=O)N1CCC(Oc2ccc(C(=O)NCCCC3CCCC3)cc2)CC1

```
! wB97M-V def2-TZVPD RIJCOSX def2/J DEFGRID3
* xyz 0 1
C 0.89 7.32 -1.79
O 1.43 6.29 -2.59
C 1.11 6.39 -3.96
C -0.38 6.11 -4.28
C -1.04 5.19 -3.26
O -1.85 5.65 -2.47
N -0.73 3.88 -3.27
C 0.31 3.24 -4.04
C 1.52 2.95 -3.13
C 1.09 2.06 -1.96
O 0.73 0.80 -2.51
C 0.65 -0.30 -1.72
C 0.93 -0.35 -0.36
C 0.83 -1.54 0.33
C 0.44 -2.71 -0.32
C 0.29 -4.02 0.38
O -0.51 -4.86 0.01
N 1.13 -4.22 1.42
C 1.06 -5.39 2.27
C 0.60 -5.03 3.69
C -0.81 -4.47 3.68
C -1.41 -4.16 5.05
C -0.60 -3.23 5.95
C -1.31 -3.34 7.30
C -1.81 -4.80 7.37
C -1.64 -5.38 5.96
C 0.14 -2.65 -1.68
C 0.25 -1.47 -2.37
C -0.09 2.72 -1.22
C -1.22 3.03 -2.21
H -0.20 7.26 -1.72
H 1.18 8.31 -2.18
H 1.32 7.19 -0.80
H 1.37 7.40 -4.33
H 1.76 5.67 -4.45
H -0.46 5.70 -5.29
H -0.94 7.04 -4.24
H -0.08 2.28 -4.41
H 0.61 3.84 -4.89
H 1.91 3.89 -2.74
H 2.30 2.44 -3.71
H 1.94 1.94 -1.28
H 1.22 0.54 0.19
H 1.02 -1.54 1.39
H 1.78 -3.50 1.68
H 0.35 -6.07 1.80
H 2.05 -5.86 2.30
H 1.30 -4.31 4.11
H 0.65 -5.94 4.29
H -1.47 -5.18 3.17
H -0.82 -3.55 3.09
H -2.39 -3.68 4.88
H -0.56 -2.21 5.58
H 0.42 -3.61 6.05
H -0.66 -3.09 8.13
H -2.16 -2.65 7.32
H -2.85 -4.83 7.68
H -1.23 -5.37 8.10
H -2.51 -5.96 5.64
H -0.77 -6.03 5.93
H -0.19 -3.55 -2.17
H 0.02 -1.42 -3.42
H 0.26 3.64 -0.76
H -0.47 2.05 -0.44
H -1.60 2.10 -2.64
H -2.03 3.56 -1.70
*
```

=====

Least stable = *one*